Here is a 2-piece molecular cluster, C3H11O overall in a non-equilibrium geometry from OMol25. Energies are from ωB97M-V/def2-TZVPD.

```
! RIJCOSX wB97M-V def2-TZVPD def2/J DEFGRID3
* xyz 0 2
O -1.1104 -2.1345 0.5637
H -1.5931 -2.7823 -0.0381
H -1.7393 -1.6175 1.0564
H -0.5030 -1.5064 0.1257
C 1.0612 -0.1156 -1.0529
C 0.8541 0.7063 0.2417
C -0.5655 1.6048 0.3364
H 1.1280 -1.1601 -0.8546
H 2.0671 0.0100 -1.4156
H 0.1334 -0.0089 -1.7016
H 1.5812 1.5462 0.4166
H 1.0178 0.0282 1.1215
H -0.4381 2.2120 1.2636
H -0.4532 2.2835 -0.5992
H -1.4403 0.9343 0.5364
*
```

LUMO energy (alpha / beta)	1.11 / 0.48	eV
Kohn-Sham gap (alpha / beta)	5.787 / 11.903	eV
HOMO energy (alpha / beta)	-4.7 / -11.4	eV
ΔE to the lowest compared entry with this formula, charge and spin	116.4	kJ/mol
E_tot	-5331.972	eV

natural (NBO) population analysis, charges in e, atoms 1 to 5: number 1, O, carries -1.066; number 2, H, carries 0.252; number 3, H, carries 0.382; number 4, H, carries 0.467; number 5, C, carries -0.662